The following is a quantum chemistry calculation of a 15-piece molecular cluster, C27H36BrCl42N2O4PSi overall at a distorted geometry, from the OMol25 dataset.

Computed properties:
**Kohn-Sham gap**: 0.351 Ha

Geometry as ORCA input:
```
! wB97M-V def2-TZVPD RIJCOSX def2/J DEFGRID3
* xyz 0 1
C -4.760 0.538 1.442
C -3.592 -0.435 1.565
O -3.058 -0.577 2.627
O -3.142 -1.207 0.518
C -2.846 -0.466 -0.659
C -1.370 -0.019 -0.693
C -1.139 1.101 -1.748
C -1.709 0.681 -3.066
N -1.880 0.226 -4.104
C -1.763 2.460 -1.288
C -3.022 2.897 -2.056
O -3.634 3.956 -1.313
Si -3.300 5.509 -1.897
C -3.481 6.666 -0.408
C -4.486 6.014 -3.309
C -1.545 5.762 -2.549
C 0.409 1.276 -1.830
C 0.939 1.780 -0.551
N 1.109 2.458 0.362
P 0.985 2.405 -3.230
O 0.792 1.512 -4.601
Br 3.199 2.646 -2.943
H -5.675 0.011 1.744
H -4.580 1.345 2.155
H -4.944 0.917 0.433
H -3.499 0.395 -0.839
H -3.002 -1.144 -1.509
H -0.728 -0.855 -1.001
H -1.052 0.300 0.307
H -2.065 2.335 -0.238
H -1.056 3.296 -1.305
H -2.793 3.185 -3.094
H -3.769 2.088 -2.073
H -4.484 6.586 0.032
H -3.258 7.705 -0.674
H -2.760 6.319 0.348
H -5.128 5.146 -3.492
H -3.883 6.260 -4.193
H -5.046 6.911 -3.025
H -1.382 5.230 -3.495
H -1.423 6.833 -2.774
H -0.796 5.513 -1.787
H 0.883 0.293 -2.001
H -0.003 1.836 -5.045
C -1.412 -0.888 5.966
Cl 0.079 -0.754 6.904
Cl -2.669 -1.703 6.905
Cl -1.966 0.693 5.428
H -1.200 -1.485 5.079
C 4.186 -0.844 0.910
Cl 4.367 -1.728 -0.610
Cl 3.065 0.502 0.699
Cl 3.631 -1.915 2.202
H 5.154 -0.450 1.189
C 5.791 3.107 2.142
Cl 7.488 3.539 1.927
Cl 4.942 3.140 0.589
Cl 5.654 1.534 2.933
H 5.333 3.845 2.788
C 2.694 5.908 1.526
Cl 2.094 6.685 0.058
Cl 4.379 6.358 1.825
Cl 1.682 6.324 2.911
H 2.649 4.834 1.382
C -1.048 -3.578 2.770
Cl -0.699 -3.915 1.075
Cl -0.722 -4.996 3.771
Cl -0.112 -2.190 3.335
H -2.099 -3.331 2.859
C 4.157 -5.624 -1.872
Cl 3.663 -4.746 -3.330
Cl 5.857 -5.316 -1.516
Cl 3.144 -5.182 -0.494
H 4.035 -6.693 -2.060
C 2.901 -3.287 7.460
Cl 4.586 -2.833 7.196
Cl 2.006 -3.285 5.940
Cl 2.794 -4.866 8.246
H 2.452 -2.551 8.117
C 2.530 -0.388 10.973
Cl 4.216 0.048 10.684
Cl 1.608 -0.351 9.467
Cl 2.419 -1.981 11.727
H 2.102 0.340 11.650
C 0.042 -4.650 -2.848
Cl -0.445 -6.223 -2.213
Cl -0.322 -4.525 -4.568
Cl -0.752 -3.348 -1.951
H 1.113 -4.549 -2.719
C -8.398 3.927 -3.600
Cl -7.173 2.858 -4.289
Cl -7.745 4.800 -2.212
Cl -9.000 5.052 -4.819
H -9.227 3.319 -3.260
C 4.984 -8.461 -4.571
Cl 3.375 -8.741 -5.243
Cl 5.623 -6.903 -5.094
Cl 4.935 -8.557 -2.804
H 5.644 -9.238 -4.935
C 2.524 -5.864 -7.921
Cl 3.139 -5.302 -6.366
Cl 0.767 -6.001 -7.857
Cl 3.028 -4.795 -9.233
H 2.936 -6.849 -8.108
C 8.614 -2.210 7.987
Cl 10.235 -1.519 7.868
Cl 7.521 -1.097 8.815
Cl 7.991 -2.620 6.387
H 8.676 -3.120 8.570
C -8.064 -0.866 -6.350
Cl -6.436 -0.181 -6.337
Cl -9.212 0.236 -5.583
Cl -8.568 -1.243 -7.999
H -8.048 -1.787 -5.782
*
```